1.
Density functional theory data (ωB97M-V/def2-TZVPD) for a cluster of 2 separate species, C4H11NO in total.

Geometry as XYZ:
```
17
Properties=species:S:1:pos:R:3:mulliken_charge:R:1
C -1.9887 0.3548 -0.8159 -1.05
N -1.0449 -0.0948 0.2511 -0.37
C -0.0912 -1.0804 -0.2058 -0.73
C 1.2674 -0.8906 0.6372 -0.65
C 1.6621 0.6295 0.4209 -0.35
O 0.9100 1.4321 1.2163 -0.68
H -2.9557 -0.2597 -0.7841 0.28
H -1.7731 0.3732 -1.8828 0.31
H -2.3986 1.3226 -0.4610 0.47
H -0.3636 0.6352 0.7883 0.56
H 0.2559 -1.0911 -1.1376 0.37
H -0.5080 -2.0871 0.0106 0.36
H 2.0532 -1.6194 0.2843 0.34
H 1.1413 -1.0417 1.7355 0.30
H 2.7084 0.8358 0.7084 0.36
H 1.6087 0.7108 -0.6571 0.18
H -0.4834 1.8710 -0.1083 0.31
```

Results
Kohn-Sham gap	6.46	eV
HOMO	-8.63	eV
energy relative to the best compared isomer or geometry (same formula, charge and spin)	177.3	kcal per mole
electronic energy	-288.73442	Eh

---

2.
Density functional theory data (ωB97M-V/def2-TZVPD) for a cluster of 2 separate species, C4H11NO in total.

Geometry as XYZ:
```
17
Properties=species:S:1:pos:R:3:mulliken_charge:R:1
C 1.4469 1.2371 -0.0293 -1.02
N 1.3001 0.1421 0.9121 -0.35
C 0.0440 0.1641 1.7047 -0.77
H 2.2171 1.0977 -0.7839 0.32
H 0.4822 1.4427 -0.4828 0.41
H 1.6927 2.1702 0.5042 0.36
H 2.0284 -0.0865 1.5646 0.23
H -0.5177 -0.7470 1.5139 0.20
H -0.5082 1.0299 1.3512 0.27
H 0.2551 0.3128 2.7621 0.35
C -2.0217 -0.5926 -1.6160 -0.60
C -1.1212 -1.4957 -1.1659 -0.20
O 0.2045 -1.2911 -1.3787 -0.58
H -2.8449 -0.3288 -0.9642 0.26
H -1.8149 -0.1505 -2.5825 0.29
H -1.4380 -2.2990 -0.5026 0.38
H 0.5958 -0.6053 -0.8072 0.42
```

Results
Kohn-Sham gap	9.48	eV
SMILES	C=CO.CNC
HOMO	-8.51	eV
energy relative to the best compared isomer or geometry (same formula, charge and spin)	73.1	kcal per mole
electronic energy	-288.90046	Eh

---

3.
Density functional theory data (ωB97M-V/def2-TZVPD) for a cluster of 3 separate species, C4H11NO in total.

Geometry as XYZ:
```
17
Properties=species:S:1:pos:R:3:mulliken_charge:R:1
C -1.9112 0.1174 1.5115 -0.58
C -0.7219 -0.1804 0.8932 -0.19
C -0.2467 -0.6174 -0.3215 -0.36
N 1.2232 -0.5184 -0.3980 -0.32
C 1.8042 -1.7339 -1.0001 -0.83
H -3.5452 -0.5780 0.5149 0.63
H -2.9221 -0.1004 0.9257 -0.60
H -2.1769 0.2117 2.5539 0.36
H 0.1273 -0.1095 1.5954 0.30
H -0.6103 -0.2851 -1.2978 0.39
H 1.3660 0.3057 -0.9788 0.28
H 2.1830 -2.2698 -0.1130 0.26
H 2.7458 -1.6128 -1.5458 0.35
H 1.1477 -2.3906 -1.5669 0.28
H -0.5022 1.8896 -0.0257 0.38
H 0.3989 3.1347 0.2427 0.31
O 0.0591 2.5670 -0.4302 -0.66
```

Results
Kohn-Sham gap	5.75	eV
HOMO	-7.52	eV
energy relative to the best compared isomer or geometry (same formula, charge and spin)	188.3	kcal per mole
electronic energy	-288.71694	Eh